(1)
Density functional theory data (the ωB97M-V functional and the def2-TZVPD basis) for C7H14FNOS as an isolated structure.

Summary:
M in g mol⁻¹: 179.26
Total charge: 0
Energy relative to the best compared isomer or geometry (same formula, charge and spin) in kcal/mol: 16.0
E_HOMO (spin up / spin down) in eV: -8.623 / -8.956

Structure (XYZ):
```
25
Properties=species:S:1:pos:R:3:forces:R:3:nbo_charge:R:1
O -3.50782 -1.21794 0.92604 0.35 -0.50 -0.20 -0.841
H -1.66262 2.44033 -1.19730 1.30 -0.05 0.54 0.239
H -0.44305 0.69446 1.84983 -0.07 0.42 0.21 0.181
H -1.56151 -1.95729 -0.47677 -0.12 -0.08 0.17 0.223
H 1.74747 -0.41112 1.97742 1.20 -1.20 1.76 0.214
S -3.05045 0.11156 0.64635 0.14 1.47 -2.03 1.502
H -0.56561 -1.68661 1.66229 -0.30 -0.76 0.89 0.208
N -1.09289 0.03439 -0.66688 -1.59 -0.22 1.31 -0.413
H -0.18047 3.22189 -0.30357 -1.75 -0.79 0.05 0.220
C 0.11203 -1.67343 0.84062 1.35 3.27 0.57 -0.409
H 1.73516 -0.39347 0.26515 1.98 -0.15 -1.85 0.185
H 1.00110 1.68879 1.61158 -0.18 -0.11 -0.59 0.218
C 1.17597 -0.50764 1.11986 -4.40 1.80 -0.71 -0.391
H 0.63784 1.24698 -0.91242 -0.71 -0.48 0.15 0.207
H 0.71291 -2.50466 0.61837 0.18 -1.77 0.47 0.219
H -1.75703 2.58096 0.51375 1.31 -0.26 -0.33 0.205
C 0.38496 0.89534 1.15901 0.02 -2.13 0.77 -0.403
F -4.11816 0.69784 -0.56676 1.67 -0.72 1.29 -0.523
C -0.22345 1.14695 -0.19485 0.45 -1.50 -0.41 -0.129
C -0.65469 -1.35730 -0.42546 -0.27 0.85 -0.21 -0.123
H -0.16769 -2.40535 -2.26230 -1.08 -1.88 -0.90 0.224
H 0.35321 -0.86496 -2.29480 -0.09 0.11 0.51 0.223
H 1.22951 -2.01111 -1.33798 -0.38 -0.02 0.13 0.203
C 0.20235 -1.70656 -1.59556 2.33 1.53 -1.19 -0.616
C -0.98187 2.39029 -0.29303 -1.37 3.18 -0.38 -0.621
```
Forces are in eV/Å.

(2)
Density functional theory data (the ωB97M-V functional and the def2-TZVPD basis) for a 2-piece molecular cluster, H3OS2 overall.

Summary:
M in g mol⁻¹: 83.16
Total charge: -1
Energy relative to the best compared isomer or geometry (same formula, charge and spin) in kcal/mol: 8.3
E_HOMO in eV: -2.448

Structure (XYZ):
```
6
Properties=species:S:1:pos:R:3:forces:R:3:nbo_charge:R:1
H 0.17015 1.28036 -1.03207 0.36 -0.02 0.38 0.495
H 1.14383 0.42805 -1.81403 -0.12 1.74 0.61 0.457
S -0.56586 0.47304 1.25923 -0.02 -0.44 0.47 -0.789
O 0.99971 1.38087 -1.53572 -0.09 -1.74 -0.96 -0.969
H -1.21855 -2.05109 1.04025 0.25 -0.14 0.55 0.096
S -0.52928 -1.51123 2.08234 -0.38 0.60 -1.04 -0.291
```
Forces are in eV/Å.

(3)
Density functional theory data (the ωB97M-V functional and the def2-TZVPD basis) for a 7-piece molecular cluster, H14O7 overall.

Summary:
M in g mol⁻¹: 126.10
Total charge: 0
Energy relative to the best compared isomer or geometry (same formula, charge and spin) in kcal/mol: 43.0
E_HOMO in eV: -11.234

Structure (XYZ):
```
21
Properties=species:S:1:pos:R:3:forces:R:3:nbo_charge:R:1
H 34.96561 5.80509 -19.11649 0.22 -0.32 0.45 0.500
H 33.32872 8.68655 -20.52766 -0.08 0.32 -0.33 0.501
H 33.59387 4.84797 -21.59361 1.12 1.01 0.86 0.474
O 32.44482 4.48064 -18.81337 -1.29 -0.83 0.12 -0.945
H 35.66329 6.16241 -16.96959 -0.73 -0.28 -0.16 0.474
H 32.49946 3.76858 -19.45315 -0.51 -0.62 0.19 0.449
O 32.66774 8.19902 -17.25240 -0.73 -1.73 3.93 -0.950
O 33.21517 4.45007 -22.35879 -1.18 -1.39 0.13 -0.932
O 33.28372 7.91307 -19.96991 1.25 0.87 0.43 -0.947
H 32.48403 7.46792 -20.15002 -1.77 -0.69 -0.49 0.496
H 35.80541 3.54767 -19.36368 -0.05 -0.22 0.13 0.473
O 35.62512 2.61990 -19.14722 -0.11 0.34 -0.46 -0.940
H 32.69945 3.75982 -21.88721 0.13 0.35 -1.00 0.454
H 35.17018 2.31289 -19.94499 0.16 -0.08 0.27 0.468
O 34.61530 5.70338 -20.00714 0.08 -0.02 -0.38 -1.018
H 32.79104 8.26741 -18.14752 0.61 0.29 -3.44 0.466
O 35.11176 5.38298 -17.19730 0.64 1.58 -0.03 -0.944
H 32.54594 7.22650 -17.08999 0.17 1.39 -0.16 0.474
H 35.64969 4.69766 -16.82310 0.17 -1.13 0.20 0.484
H 34.20244 6.57349 -20.16814 0.39 -0.08 -0.10 0.493
H 33.17631 4.96772 -19.13992 1.51 1.26 -0.15 0.470
```
Forces are in eV/Å.

(4)
Density functional theory data (the ωB97M-V functional and the def2-TZVPD basis) for an isolated molecule of C4H9NO2.

Summary:
M in g mol⁻¹: 103.12
Total charge: 0
Energy relative to the best compared isomer or geometry (same formula, charge and spin) in kcal/mol: 65.5
E_HOMO in eV: -9.050

Structure (XYZ):
```
16
Properties=species:S:1:pos:R:3:forces:R:3:nbo_charge:R:1
H 2.59988 -0.48668 -0.04735 -0.28 0.15 0.49 0.171
H -0.19096 -2.10374 -0.94255 -0.28 0.84 0.65 0.389
C -1.54020 0.70904 1.51262 -0.34 0.69 -0.98 -0.629
H -1.64960 1.74537 1.88060 -0.50 -0.80 0.40 0.222
H -1.49429 -0.07139 2.24918 0.19 0.07 0.85 0.206
N -0.57331 -1.40948 -0.28833 -1.23 -1.53 -2.01 -0.857
H 0.50838 -1.02364 1.40654 0.66 0.31 -0.13 0.184
H -2.40314 0.47087 0.88362 0.15 0.14 -0.14 0.217
H 0.33052 1.48335 1.31998 1.11 -0.73 0.11 0.157
H 0.19644 0.97998 -1.06528 -1.65 1.40 -0.10 0.486
O -0.48758 1.43041 -0.47538 1.00 0.17 -3.18 -0.709
C 1.55684 -0.49182 -0.38388 -0.12 0.02 -5.99 0.397
H -1.46780 -1.70513 0.08168 0.53 0.42 0.37 0.387
C 0.33323 -0.58612 0.40148 -0.14 -1.04 3.34 -0.191
O 1.36456 -0.43326 -1.65945 1.53 0.07 4.39 -0.545
C -0.25522 0.80226 0.69154 -0.63 -0.17 1.91 0.114
```
Forces are in eV/Å.

(5)
Density functional theory data (the ωB97M-V functional and the def2-TZVPD basis) for a 4-piece molecular cluster, C4H14O4 overall.

Summary:
M in g mol⁻¹: 126.15
Total charge: -1
Multiplicity: 2
Energy relative to the best compared isomer or geometry (same formula, charge and spin) in kcal/mol: 12.1
E_HOMO (spin up / spin down) in eV: -0.512 / -4.178

Structure (XYZ):
```
22
Properties=species:S:1:pos:R:3:forces:R:3:lowdin_spin:R:1
H 0.38230 0.94168 -0.24401 -0.07 -0.60 -0.09 0.004
H 0.71074 0.07595 2.74518 -0.42 -0.11 -0.45 0.010
H -2.16256 -0.76537 -0.79716 -0.12 0.03 0.05 0.008
C -0.90209 -0.31830 1.10438 -2.30 0.15 -1.59 0.514
H 0.39504 3.02657 1.22325 0.41 -0.26 -0.12 0.003
C 0.03771 0.84070 0.78459 0.60 -1.83 1.26 0.047
C 1.05245 0.09957 1.69653 3.14 3.06 1.54 0.076
C -0.33545 2.22335 1.29459 -1.02 -0.60 0.64 0.009
H 1.43266 -0.89077 1.46701 -0.40 0.07 -0.67 0.002
O -0.99642 -1.37150 0.30135 0.13 0.10 -0.50 0.224
O 2.85354 0.32137 -1.54192 0.21 0.15 -0.05 0.002
H -1.25011 2.56173 0.79828 0.06 0.00 -0.12 0.003
O 0.82157 -1.39620 -1.56907 -0.24 -0.31 -0.49 0.002
H -2.94488 -0.56230 -2.16448 0.21 -0.15 0.02 0.000
H 2.16194 -0.23379 -1.95842 0.09 0.08 0.45 0.000
H 1.97582 0.77546 1.86719 -0.19 -0.68 -0.49 0.037
H 0.67912 -2.11533 -2.18975 -0.04 -0.03 0.05 0.000
H 3.43878 0.67191 -2.21565 -0.15 -0.08 -0.18 0.000
H -1.73131 -0.18147 1.80835 0.06 0.34 0.10 0.042
O -2.89044 -0.25983 -1.25697 -0.20 0.11 -0.02 0.016
H -0.61170 2.09624 2.34602 0.04 0.29 0.15 0.001
H 0.03445 -1.42978 -0.91977 0.22 0.25 0.49 0.000
```
Forces are in eV/Å.

(6)
Density functional theory data (the ωB97M-V functional and the def2-TZVPD basis) for an isolated molecule of C5H8O2.

Summary:
M in g mol⁻¹: 100.12
Total charge: 0
Energy relative to the best compared isomer or geometry (same formula, charge and spin) in kcal/mol: 138.9
E_HOMO (spin up / spin down) in eV: -6.368 / -7.694

Structure (XYZ):
```
15
Properties=species:S:1:pos:R:3:forces:R:3:nbo_charge:R:1
H -0.85771 0.23070 -1.60466 1.66 0.46 -0.92 0.206
H 0.36702 0.44579 1.67368 0.20 -0.17 0.01 0.273
H -0.05620 -1.71633 -0.43498 -0.07 0.13 0.03 0.222
O -1.62290 0.99821 0.58411 -0.50 -0.24 -0.61 -0.730
C 0.82656 -0.35868 1.08093 -0.50 -0.16 0.24 -0.587
H -2.31929 -0.95106 0.34868 0.04 0.19 -0.45 0.154
C 1.92725 0.18409 0.30278 0.99 0.19 -0.44 0.619
H -2.50890 1.36871 0.47444 0.20 -0.07 0.12 0.486
H 1.12840 -1.19562 1.71769 -0.14 0.09 -0.02 0.245
C 0.35048 0.24121 -1.23134 -2.82 0.06 -1.52 -0.660
C -0.14248 -0.66918 -0.13119 0.48 -0.17 0.40 -0.299
C -1.57905 -0.24720 -0.07225 -0.03 -0.19 2.19 0.068
H 0.43416 1.29669 -0.95984 0.18 -0.26 -0.05 0.241
H 1.00003 -0.14043 -2.01745 -0.03 0.16 0.21 0.240
O 3.05265 0.51310 0.26938 0.34 -0.04 0.80 -0.479
```
Forces are in eV/Å.

(7)
Density functional theory data (the ωB97M-V functional and the def2-TZVPD basis) for an isolated molecule of C3H6N4.

Summary:
M in g mol⁻¹: 98.11
Total charge: 0
Energy relative to the best compared isomer or geometry (same formula, charge and spin) in kcal/mol: 180.0
E_HOMO (spin up / spin down) in eV: -8.274 / -7.907

Structure (XYZ):
```
13
Properties=species:S:1:pos:R:3:forces:R:3:nbo_charge:R:1
H -0.56908 -1.98314 0.70631 2.13 0.44 -1.47 0.195
H -0.43786 1.63451 0.63064 -1.06 0.48 0.35 0.216
C -0.45369 0.84129 -0.08665 2.08 -2.10 0.21 -0.412
N 3.15434 0.88556 -0.24505 1.46 -0.52 0.02 -0.233
N 2.53379 -1.39003 -0.06201 -0.04 1.87 0.15 -0.108
N 1.29602 -1.08174 0.04582 2.13 2.38 -0.58 0.001
C 1.98351 1.22136 -0.01861 0.09 -1.20 -0.67 0.110
C 0.40869 -2.02180 0.05456 -3.90 -2.40 1.80 -0.378
H 0.81881 -3.04092 -0.04456 -0.20 0.84 -0.21 0.224
H 1.57210 2.19952 -0.01740 0.28 1.37 0.15 0.203
H -1.08975 -0.03986 0.14731 0.09 1.18 -0.18 0.237
N 0.96650 0.34768 0.08707 -2.48 -2.40 0.62 -0.264
H -0.52612 1.18532 -1.10848 -0.58 0.08 -0.19 0.209
```
Forces are in eV/Å.

(8)
Density functional theory data (the ωB97M-V functional and the def2-TZVPD basis) for C30H25F3N3OS3SbTeW as an isolated structure.

Summary:
M in g mol⁻¹: 1029.95
Total charge: 0
Energy relative to the best compared isomer or geometry (same formula, charge and spin) in kcal/mol: 13.6
E_HOMO (spin up / spin down) in eV: -6.880 / -6.873

Structure (XYZ):
```
68
Properties=species:S:1:pos:R:3:forces:R:3:nbo_charge:R:1
H -0.26015 -0.83767 6.91639 -0.10 0.02 -0.02 0.404
C 3.99504 -1.75818 -1.32343 0.12 -0.02 -0.01 -0.319
Sb -0.15155 -0.27174 -0.90842 1.17 0.25 -1.06 1.604
O -1.05905 1.40573 1.27654 0.22 0.90 -0.75 -0.743
C -1.03665 -0.53066 -2.84447 -0.17 -0.12 0.54 -0.441
H 2.49217 -4.46371 0.70039 -0.01 -0.06 0.00 0.222
H -3.06550 -0.84775 -2.18867 0.01 0.02 0.01 0.227
C 1.11071 -3.03020 1.50526 -0.08 0.26 0.09 -0.170
F 4.87813 -3.78351 -2.11858 0.03 -0.04 0.00 -0.334
H 1.79576 1.78102 0.51026 0.00 0.00 0.08 0.235
C -4.08587 4.20277 1.47454 -0.07 0.07 -0.03 -0.243
H 2.40762 4.16790 0.25666 -0.01 0.00 0.00 0.231
C 2.88396 -0.96422 -1.07454 -0.04 0.02 -0.05 -0.196
C -0.19403 -0.41923 -3.94699 0.02 -0.06 -0.01 -0.131
H -3.97248 -1.01226 -4.48468 0.02 0.00 -0.03 0.235
C 1.44687 -2.68700 -1.93879 0.06 0.09 -0.01 -0.196
N -1.55807 0.80140 3.69384 0.03 -0.64 -0.47 -0.274
H 0.83959 -5.07061 0.92550 0.07 -0.08 -0.02 0.227
H 1.90221 -4.85705 2.32151 -0.01 -0.03 -0.01 0.222
C -0.70107 -0.50857 -5.23245 -0.01 0.01 -0.06 -0.305
C -2.52175 2.91294 0.17271 0.13 -0.05 -0.04 -0.286
C 0.09671 2.48036 -2.33267 0.07 -0.21 0.03 -0.212
F 1.57577 5.69431 -1.65102 0.00 0.04 0.01 -0.334
F -2.55783 -0.79998 -6.63672 -0.02 -0.01 -0.02 -0.320
H -0.06538 -0.41982 -6.10316 -0.01 0.00 0.00 0.235
S 1.29551 -0.36772 2.09867 -0.20 -0.09 -0.06 -0.106
C -3.53581 3.85193 0.24685 0.03 -0.01 0.00 -0.160
H 3.36470 -3.21332 3.01559 0.03 0.00 0.00 0.219
C -2.05985 -0.71658 -5.39114 0.07 0.01 0.09 0.413
C -2.63696 2.61339 2.56615 -0.10 0.06 -0.24 -0.198
C 0.58972 1.72479 -1.27129 -0.21 -0.23 0.16 -0.416
N -1.10318 0.37400 4.90972 0.27 0.21 0.60 -0.421
C 1.76196 3.67808 -0.46007 0.05 0.04 0.01 -0.298
C -0.89049 -0.89402 4.97672 -0.36 -0.04 -0.38 0.292
H -4.06574 3.84573 3.58585 0.02 -0.02 0.01 0.215
C 0.42440 3.82103 -2.46863 0.00 0.11 -0.04 -0.314
H 3.96215 -2.26306 1.64930 0.02 0.00 0.02 0.220
H -0.40905 -2.42058 6.21948 0.10 0.00 0.05 0.404
C -2.18010 1.92170 3.74647 0.15 -0.06 -0.18 0.134
C 1.41799 2.34121 -0.33301 -0.01 0.03 -0.11 -0.205
H -0.54609 2.01129 -3.06772 -0.05 0.13 -0.01 0.223
C 1.85562 -2.04821 2.01826 -0.04 0.10 -0.04 -0.166
H 0.03908 4.42310 -3.28091 0.03 -0.02 -0.02 0.231
H 3.56323 -1.46199 3.17388 0.05 -0.03 0.03 0.226
Te -3.41419 -0.84873 0.74492 0.16 -0.13 0.19 0.205
S -1.25698 -2.00529 3.68045 0.23 0.10 -0.42 -0.080
H 3.02606 0.01311 -0.63055 0.00 0.00 -0.01 0.227
H -4.86992 4.94603 1.52682 0.01 -0.01 0.01 0.219
C 1.61677 -4.44003 1.35347 -0.05 0.11 -0.01 -0.650
H -3.89515 4.31521 -0.66314 -0.01 0.01 0.01 0.217
C 3.26736 -2.26002 2.49500 -0.07 0.04 -0.06 -0.648
H 0.86810 -0.26204 -3.79855 0.00 0.00 -0.06 0.219
C 3.80466 -3.00845 -1.87696 -0.13 0.11 0.03 0.470
C -2.39591 -0.74798 -3.03326 0.07 0.03 -0.14 -0.192
C -2.91687 -0.84349 -4.31786 -0.12 -0.01 0.00 -0.286
C 2.54819 -3.48979 -2.19122 -0.01 -0.12 -0.07 -0.316
C -2.05740 2.30396 1.33237 -0.12 0.12 0.19 0.416
C 1.25266 4.39426 -1.52568 -0.02 -0.10 -0.01 0.477
H 0.45570 -3.05661 -2.17244 0.02 -0.03 0.00 0.228
W -1.13357 -0.47217 1.66289 -0.87 -0.61 2.01 0.326
H -2.34988 2.35419 4.72839 0.06 0.02 0.01 0.209
H -2.08102 2.63306 -0.77354 0.03 0.05 -0.04 0.229
S -0.53659 -2.77722 0.92249 -0.07 -0.18 -0.17 -0.037
N -0.38686 -1.42395 6.10960 0.04 -0.14 0.09 -0.786
H 4.99746 -1.41992 -1.09543 -0.01 0.00 0.00 0.232
C -3.63361 3.58830 2.62587 0.03 -0.06 0.07 -0.146
C 1.60967 -1.42027 -1.38611 -0.47 0.22 0.31 -0.400
H 2.43910 -4.47721 -2.62071 0.03 0.01 0.00 0.233
```
Forces are in eV/Å.

Which of these has the highest energy relative to the best compared isomer or geometry (same formula, charge and spin)? C3H6N4

Which value of energy relative to the best compared isomer or geometry (same formula, charge and spin) does entry 1 give? 16.0 kcal/mol

Which formula does entry 4 have? C4H9NO2